Run P
7 unconnected molecules or ions with the total composition C19H52O7, computed with ωB97M-V with the def2-TZVPD basis set.

Values from the calculation:
**Charge**: 0
**Gap between HOMO and LUMO**: 0.3372 Eh
**Spin multiplicity**: 1

Last column: Mulliken charge in e.
Atoms and positions in Å:
C (-2.4874, -3.6843, 1.0461)  -0.930
O (-1.2971, -3.1962, 1.6640)  -0.632
H (-3.2121, -2.9501, 0.9422)  0.276
H (-2.8667, -4.4965, 1.5614)  0.440
H (-2.2390, -4.0810, 0.0616)  0.295
H (-0.9720, -2.3848, 1.3224)  0.195
C (4.0294, 0.6922, 0.7903)  -1.252
C (3.6621, 1.5974, 1.9616)  0.627
C (2.6394, 0.9346, 2.9181)  -0.614
O (4.6315, 1.8349, 2.6579)  -0.514
H (3.2745, 0.6794, 0.0168)  0.072
H (4.3254, -0.3152, 1.1132)  0.320
H (4.8503, 1.0881, 0.2310)  0.445
H (3.3109, 2.5722, 1.5728)  0.107
H (2.3535, 1.5555, 3.7906)  0.490
H (2.9517, -0.1083, 3.2221)  0.284
H (1.6961, 0.7788, 2.3193)  -0.423
H (4.2905, 2.4634, 3.3437)  0.434
C (1.0841, -0.0309, -3.9865)  -0.938
C (1.9708, 1.1458, -3.7357)  0.480
C (1.6295, 2.3357, -4.5779)  -1.457
O (1.8748, 1.6263, -2.6017)  -0.357
H (0.0801, 0.1774, -3.7158)  -0.044
H (1.4529, -0.8694, -3.4269)  0.238
H (1.0422, -0.2038, -5.1089)  0.436
H (3.0074, 0.9387, -3.9178)  0.289
H (0.5507, 2.6507, -4.5290)  0.213
H (1.7982, 2.0818, -5.6525)  0.427
H (2.3243, 3.1511, -4.4591)  0.447
H (2.5895, 2.2146, -2.5387)  0.273
C (-3.1551, -1.2599, -1.7745)  -0.720
C (-3.1324, -1.5227, -3.2602)  1.092
C (-3.3308, -3.0037, -3.4832)  -1.631
O (-3.9215, -0.8499, -3.9052)  -0.538
H (-2.9685, -0.2396, -1.5226)  -0.004
H (-2.3371, -1.7401, -1.2023)  -0.142
H (-4.0360, -1.5277, -1.1078)  0.480
H (-2.1626, -1.1432, -3.6506)  -0.147
H (-4.3082, -3.1641, -3.3236)  0.476
H (-2.7250, -3.5828, -2.7909)  0.293
H (-3.2036, -3.2478, -4.5332)  0.378
H (-3.7498, -0.9470, -4.8469)  0.419
C (-0.0361, -0.9062, 5.0366)  -1.211
C (-1.2427, -0.2354, 4.3832)  0.594
C (-0.8875, 1.1231, 3.8947)  -1.492
O (-1.8165, -0.8126, 3.4012)  -0.605
H (0.8649, -0.2217, 5.1357)  0.174
H (0.2797, -1.8352, 4.4878)  0.285
H (-0.4014, -1.2451, 6.0468)  0.366
H (-2.0433, -0.1066, 5.1635)  0.473
H (-0.4205, 1.6875, 4.7510)  0.406
H (-1.7617, 1.6272, 3.6606)  0.399
H (-0.0780, 1.1875, 3.1721)  0.296
H (-1.3082, -0.8587, 2.5666)  0.158
C (-1.9919, 2.6102, -0.0279)  -1.602
C (-0.5620, 2.4635, -0.6159)  0.706
C (0.5506, 2.9754, 0.2868)  -0.954
O (-0.3727, 1.2799, -0.9662)  -0.042
H (-2.1179, 2.0937, 0.8367)  0.364
H (-2.7541, 2.4095, -0.8077)  0.325
H (-2.1910, 3.6712, 0.2873)  0.404
H (-0.5992, 3.0094, -1.5374)  0.364
H (0.6705, 2.3507, 1.2035)  -0.077
H (0.3867, 3.9661, 0.5965)  0.651
H (1.4280, 2.9482, -0.3707)  0.159
H (0.2384, 1.3188, -1.7359)  -0.416
C (1.2806, -1.6879, 1.5372)  -1.723
C (0.4517, -0.9894, 0.4823)  1.786
C (0.3007, -1.7942, -0.8085)  -0.926
O (-0.7236, -0.6629, 0.7846)  0.367
H (2.3359, -1.4326, 1.4448)  0.268
H (1.0627, -2.7070, 1.4742)  0.695
H (1.0430, -1.3352, 2.4931)  -0.026
H (1.0795, -0.1327, 0.1968)  -0.295
H (-0.4161, -2.5979, -0.8051)  -0.076
H (1.3040, -2.1018, -1.1643)  0.452
H (0.0046, -1.1972, -1.6122)  0.346
H (-0.8720, 0.1688, 0.2442)  -0.172

Run Q
7 unconnected molecules or ions with the total composition C19H52O7, computed with ωB97M-V with the def2-TZVPD basis set.

Values from the calculation:
**Charge**: 0
**Gap between HOMO and LUMO**: 0.3791 Eh
**Spin multiplicity**: 1

Last column: Mulliken charge in e.
Atoms and positions in Å:
C (10.8102, -27.7774, -7.8735)  -1.126
C (10.3241, -26.5222, -8.6464)  0.328
C (9.2604, -25.6446, -7.9219)  -1.156
O (11.4636, -25.7209, -8.8405)  -0.551
H (11.4510, -27.5978, -7.0103)  0.319
H (11.3047, -28.5071, -8.5147)  0.303
H (9.9404, -28.2676, -7.4360)  0.313
H (9.9072, -26.8145, -9.6102)  0.278
H (9.6310, -25.2588, -6.9722)  0.297
H (8.4454, -26.3464, -7.7451)  0.312
H (8.9176, -24.7578, -8.4550)  0.331
H (11.7946, -25.4711, -7.9747)  0.352
C (4.8104, -16.1926, -7.3347)  -1.193
C (4.0549, -14.8988, -7.5971)  0.453
C (2.9269, -14.6770, -6.5973)  -1.228
O (4.9448, -13.8439, -7.5751)  -0.552
H (5.4625, -16.6236, -8.0944)  0.325
H (4.1026, -16.9828, -7.0845)  0.305
H (5.4495, -16.1110, -6.4555)  0.311
H (3.5892, -14.8492, -8.5814)  0.241
H (2.0954, -15.3817, -6.6107)  0.315
H (2.4709, -13.6870, -6.5987)  0.353
H (3.3775, -14.7290, -5.6062)  0.306
H (5.3134, -13.8123, -6.6893)  0.363
C (0.1717, -18.3056, -9.4195)  -1.091
C (-0.4826, -19.0017, -10.5958)  0.178
C (-1.8195, -19.6997, -10.2322)  -1.179
O (-0.7942, -17.9820, -11.4688)  -0.534
H (1.0803, -17.8143, -9.7676)  0.272
H (0.4089, -18.9902, -8.6052)  0.319
H (-0.5377, -17.5666, -9.0470)  0.330
H (0.2611, -19.7144, -10.9524)  0.340
H (-1.6441, -20.4534, -9.4645)  0.299
H (-2.2901, -20.1767, -11.0919)  0.329
H (-2.5972, -18.9991, -9.9280)  0.369
H (-1.5186, -17.5446, -11.0156)  0.368
C (7.8827, -20.4926, -6.2100)  -1.256
C (9.3464, -20.2034, -5.8690)  0.583
C (9.8807, -18.8500, -6.3103)  -1.199
O (9.6344, -20.3554, -4.4897)  -0.582
H (7.6442, -21.5556, -6.1746)  0.302
H (7.7023, -20.2349, -7.2536)  0.320
H (7.1560, -20.0214, -5.5481)  0.351
H (9.9716, -20.9765, -6.3156)  0.192
H (9.4286, -18.0242, -5.7610)  0.294
H (9.6913, -18.7553, -7.3795)  0.330
H (10.9484, -18.8456, -6.0908)  0.333
H (10.5148, -20.7121, -4.3511)  0.333
C (3.2871, -25.1473, -5.4913)  -1.248
C (2.4079, -24.1373, -4.7286)  0.462
C (3.2222, -23.3768, -3.6442)  -1.127
O (1.8452, -23.2302, -5.6236)  -0.465
H (4.2390, -24.7810, -5.8758)  0.291
H (2.7478, -25.4110, -6.4011)  0.312
H (3.4992, -26.0713, -4.9533)  0.371
H (1.6504, -24.7976, -4.3063)  0.183
H (4.0095, -22.8192, -4.1516)  0.252
H (3.6423, -24.0849, -2.9300)  0.346
H (2.5742, -22.6906, -3.0990)  0.371
H (1.2024, -22.7105, -5.1354)  0.274
C (-0.9703, -27.4627, -9.4654)  -1.175
C (-1.4655, -26.0189, -9.5350)  0.382
C (-0.8889, -25.1700, -10.6614)  -1.133
O (-2.9036, -26.1020, -9.6332)  -0.547
H (0.0827, -27.5317, -9.1926)  0.324
H (-1.1310, -27.9199, -10.4418)  0.324
H (-1.4903, -27.9835, -8.6614)  0.322
H (-1.3270, -25.6003, -8.5382)  0.233
H (-1.0731, -24.1057, -10.5148)  0.273
H (-1.2648, -25.3875, -11.6611)  0.326
H (0.1993, -25.2263, -10.6893)  0.316
H (-3.0222, -26.4700, -10.5119)  0.354
C (4.1154, -21.6767, -8.9350)  -0.557
O (2.9950, -22.4656, -9.1459)  -0.505
H (4.1288, -20.7790, -9.5531)  0.271
H (4.0442, -21.4013, -7.8828)  0.233
H (5.0617, -22.1926, -9.0980)  0.218
H (2.5754, -22.5731, -8.2892)  0.318

Going by the computed energies, the most stable comes first: run Q, run P.